{"formula": "C52H75BiN9O4S", "method": "wB97M-V/def2-TZVPD", "species": ["Bi", "C", "C", "C", "C", "C", "C", "C", "C", "C", "C", "C", "C", "C", "C", "C", "C", "C", "H", "H", "H", "H", "H", "H", "H", "H", "H", "H", "H", "H", "H", "H", "H", "H", "H", "H", "H", "H", "H", "H", "H", "H", "H", "H", "H", "H", "H", "C", "C", "C", "C", "C", "C", "C", "C", "N", "C", "O", "C", "C", "C", "C", "C", "N", "C", "O", "N", "C", "C", "C", "C", "C", "C", "C", "C", "H", "H", "H", "H", "H", "H", "H", "H", "H", "H", "H", "H", "H", "H", "H", "H", "H", "H", "H", "H", "H", "C", "C", "C", "C", "N", "C", "N", "N", "N", "H", "H", "H", "H", "H", "H", "H", "H", "H", "H", "C", "O", "C", "O", "H", "H", "H", "C", "C", "N", "C", "S", "N", "C", "C", "H", "H", "H", "H", "H", "H", "H", "H", "H", "H", "H", "H"], "positions_angstrom": [[0.275, 0.114, 0.340], [2.154, -2.151, -0.960], [1.377, -3.279, -0.990], [0.812, -3.442, 0.356], [1.361, -2.461, 1.150], [2.221, -1.578, 0.372], [3.652, -1.250, 0.894], [4.639, -2.274, 0.293], [3.736, -1.426, 2.416], [4.183, 0.131, 0.508], [-0.285, -4.371, 0.871], [-0.577, -4.109, 2.357], [-1.600, -4.095, 0.118], [0.085, -5.861, 0.793], [1.515, -4.261, -2.159], [0.233, -4.949, -2.653], [2.512, -5.355, -1.720], [2.149, -3.563, -3.376], [2.716, -1.744, -1.788], [1.165, -2.312, 2.202], [4.265, -3.293, 0.411], [5.605, -2.194, 0.802], [4.800, -2.087, -0.770], [2.961, -0.865, 2.926], [3.619, -2.478, 2.684], [4.709, -1.080, 2.773], [4.154, 0.253, -0.573], [5.225, 0.227, 0.828], [3.616, 0.933, 0.968], [-0.912, -3.088, 2.523], [0.304, -4.296, 2.975], [-1.372, -4.782, 2.689], [-1.946, -3.083, 0.349], [-2.375, -4.803, 0.429], [-1.474, -4.172, -0.961], [0.984, -6.050, 1.385], [0.267, -6.205, -0.220], [-0.728, -6.462, 1.209], [-0.218, -5.587, -1.897], [0.475, -5.582, -3.510], [-0.502, -4.215, -2.977], [2.153, -5.908, -0.854], [3.466, -4.899, -1.454], [2.680, -6.061, -2.539], [1.649, -2.629, -3.622], [2.099, -4.224, -4.245], [3.200, -3.336, -3.195], [-0.954, 3.153, 3.431], [-1.980, 3.321, 2.349], [-3.237, 3.828, 2.655], [-4.203, 3.987, 1.676], [-3.910, 3.625, 0.372], [-2.661, 3.122, 0.031], [-2.321, 2.820, -1.400], [-1.683, 2.957, 1.027], [-0.425, 2.463, 0.629], [0.581, 3.322, 0.491], [0.634, 4.501, 0.845], [1.686, 2.777, -0.391], [2.714, 3.606, -0.806], [3.537, 3.175, -1.834], [3.210, 2.014, -2.514], [2.152, 1.229, -2.068], [1.502, 1.577, -0.951], [1.548, 0.274, -3.104], [2.290, -0.199, -3.978], [0.237, 0.264, -3.011], [-0.666, 0.164, -4.039], [-1.048, 1.348, -4.716], [-0.235, 2.592, -4.497], [-2.135, 1.339, -5.574], [-2.846, 0.172, -5.826], [-2.405, -1.011, -5.254], [-1.328, -1.031, -4.376], [-0.802, -2.325, -3.829], [-1.255, 3.686, 4.335], [0.016, 3.521, 3.096], [-0.858, 2.090, 3.662], [-3.450, 4.113, 3.681], [-5.177, 4.395, 1.924], [-4.659, 3.746, -0.404], [-3.212, 2.850, -2.030], [-1.846, 1.842, -1.497], [-1.613, 3.564, -1.771], [2.832, 4.562, -0.318], [4.389, 3.770, -2.140], [3.740, 1.689, -3.398], [-0.069, 2.749, -3.430], [-0.727, 3.467, -4.922], [0.748, 2.483, -4.963], [-2.434, 2.263, -6.058], [-3.712, 0.184, -6.476], [-2.892, -1.949, -5.510], [-1.530, -3.134, -3.942], [-0.514, -2.216, -2.779], [0.097, -2.610, -4.379], [-4.828, -4.257, -2.843], [-5.923, -3.201, -2.706], [-6.424, -3.117, -1.263], [-5.440, -1.827, -3.210], [-4.621, -1.141, -2.239], [-3.329, -1.306, -1.909], [-3.054, -0.532, -0.892], [-4.197, 0.105, -0.608], [-5.144, -0.244, -1.397], [-5.185, -5.225, -2.490], [-3.951, -3.986, -2.250], [-4.522, -4.367, -3.885], [-6.763, -3.487, -3.346], [-5.590, -2.988, -0.571], [-6.946, -4.035, -0.989], [-7.108, -2.277, -1.134], [-6.295, -1.181, -3.401], [-4.866, -1.936, -4.130], [-2.644, -1.966, -2.407], [1.557, 0.664, 4.643], [0.965, 0.232, 3.413], [1.283, 0.936, 2.311], [2.019, 1.892, 2.373], [1.439, -0.162, 5.341], [1.048, 1.555, 5.012], [2.611, 0.897, 4.492], [-6.391, -0.560, 3.379], [-5.592, 0.710, 3.075], [-4.245, 0.416, 2.644], [-3.259, -0.061, 3.399], [-1.880, -0.754, 2.728], [-3.434, -0.009, 4.743], [-2.384, -0.329, 5.699], [-2.374, -1.809, 6.070], [-7.417, -0.308, 3.656], [-5.933, -1.124, 4.192], [-6.417, -1.198, 2.496], [-5.584, 1.374, 3.947], [-6.063, 1.253, 2.257], [-4.087, 0.435, 1.645], [-4.223, 0.514, 5.085], [-2.541, 0.286, 6.587], [-1.425, -0.070, 5.250], [-3.341, -2.112, 6.476], [-1.598, -2.006, 6.813], [-2.162, -2.400, 5.181]], "atomic_forces_ev_per_a": [[-0.212, -0.289, 0.052], [-0.179, 0.358, 0.056], [0.020, -0.018, -0.159], [-0.111, 0.014, 0.180], [0.156, 0.174, -0.039], [0.213, -0.007, 0.095], [0.149, -0.105, 0.066], [-0.076, -0.010, 0.064], [-0.042, 0.056, -0.129], [-0.108, -0.128, -0.051], [-0.113, -0.151, 0.088], [0.081, 0.014, -0.096], [0.055, 0.070, 0.000], [0.010, 0.086, -0.101], [0.066, -0.188, -0.164], [-0.030, -0.002, 0.135], [-0.057, 0.021, 0.010], [0.075, 0.074, 0.146], [0.079, -0.149, -0.048], [-0.019, -0.078, 0.030], [-0.008, -0.013, 0.022], [0.012, -0.019, -0.006], [0.005, -0.034, -0.015], [-0.033, 0.062, 0.104], [-0.002, 0.002, 0.021], [0.003, -0.007, 0.012], [0.026, 0.046, -0.100], [0.002, -0.001, -0.011], [-0.089, 0.155, 0.049], [0.001, -0.034, 0.061], [0.017, -0.006, 0.001], [-0.012, 0.004, 0.003], [-0.009, -0.006, -0.008], [-0.014, 0.001, 0.010], [-0.017, -0.004, -0.009], [0.026, -0.022, -0.023], [0.001, -0.046, 0.052], [-0.007, -0.002, 0.008], [-0.032, -0.003, -0.027], [0.019, -0.019, -0.018], [0.214, -0.539, 0.244], [0.045, -0.016, -0.019], [0.015, 0.005, -0.001], [0.001, -0.010, 0.001], [0.400, -0.081, 0.088], [0.014, -0.033, -0.006], [0.015, 0.023, 0.003], [0.018, -0.038, -0.161], [0.110, -0.064, 0.021], [-0.038, 0.020, 0.055], [-0.082, -0.065, 0.008], [-0.096, -0.005, -0.034], [0.135, -0.101, 0.002], [-0.001, -0.017, 0.094], [-0.352, 0.300, 0.091], [-0.039, -0.266, -0.130], [-0.315, 0.120, 0.123], [0.139, -0.001, -0.041], [0.247, 0.135, -0.172], [0.173, -0.008, 0.074], [-0.114, -0.030, 0.126], [0.115, -0.210, 0.078], [0.332, 0.329, -0.310], [-0.030, 0.120, -0.072], [-0.417, -0.251, -0.159], [0.179, 0.100, -0.052], [0.198, 0.240, 0.849], [-0.363, -0.152, -0.491], [0.187, -0.016, 0.061], [-0.097, -0.068, 0.062], [-0.081, -0.046, -0.030], [0.013, 0.010, -0.038], [-0.094, 0.011, -0.053], [0.225, 0.023, 0.023], [-0.353, 0.566, -0.333], [0.014, -0.011, 0.004], [0.006, 0.001, 0.083], [0.083, -0.075, 0.091], [0.014, 0.014, -0.021], [0.004, -0.010, 0.014], [0.023, -0.007, -0.014], [0.001, -0.028, 0.004], [0.008, 0.019, -0.107], [0.040, -0.039, -0.051], [-0.068, 0.000, 0.015], [-0.037, 0.036, -0.055], [-0.061, -0.016, -0.027], [0.004, 0.054, 0.007], [0.003, 0.010, -0.004], [0.021, 0.026, 0.036], [0.013, 0.020, 0.031], [0.042, -0.015, -0.043], [0.003, -0.007, 0.033], [-0.096, 0.186, -0.068], [0.048, -0.019, -0.028], [-0.331, -0.014, 0.038], [-0.138, 0.086, -0.044], [0.189, 0.036, 0.131], [-0.059, -0.018, -0.146], [-0.352, -0.317, -0.083], [0.464, 0.025, 0.083], [-0.182, -0.086, -0.128], [0.152, -0.056, -0.001], [-0.223, 0.324, 0.470], [-0.064, -0.032, -0.028], [0.046, -0.022, 0.024], [0.029, -0.058, 0.022], [0.059, -0.015, 0.010], [0.025, 0.048, -0.060], [-0.011, 0.040, 0.017], [0.015, -0.018, 0.008], [-0.008, -0.009, 0.063], [0.065, 0.068, 0.001], [0.016, 0.087, -0.008], [-0.013, 0.000, -0.008], [0.057, 0.098, -0.127], [-0.043, -0.305, 0.192], [0.226, 0.097, -0.265], [0.008, -0.070, 0.011], [-0.032, -0.010, -0.010], [0.014, 0.014, -0.001], [-0.003, -0.010, 0.067], [0.036, 0.117, -0.047], [-0.099, -0.145, 0.132], [-0.336, 0.215, -0.487], [0.332, -0.247, 0.224], [-0.141, 0.106, 0.042], [-0.036, 0.168, -0.045], [0.011, -0.336, -0.030], [-0.011, 0.154, -0.035], [0.007, -0.022, 0.029], [-0.030, -0.016, -0.004], [-0.011, -0.003, 0.014], [-0.044, 0.107, -0.104], [0.019, 0.121, 0.068], [0.162, -0.093, -0.078], [0.039, -0.012, 0.003], [-0.021, 0.051, -0.054], [0.007, 0.112, 0.039], [0.019, -0.026, 0.041], [-0.021, -0.026, 0.013], [-0.004, -0.036, -0.002]], "charge": -1, "e_lumo_ev": 2.20, "max_force_ev_per_a": 0.9, "orbital_gap_ev": 6.8}

***

{"formula": "C4H6O2", "method": "wB97M-V/def2-TZVPD", "species": ["O", "C", "C", "C", "C", "O", "H", "H", "H", "H", "H", "H"], "positions_angstrom": [[2.296, -0.551, -0.388], [0.967, -0.568, -0.317], [-0.817, -0.240, 0.975], [-1.271, 0.252, -0.339], [0.219, 0.642, -0.399], [0.700, 1.768, -0.236], [2.581, 0.383, -0.385], [0.559, -1.540, -0.554], [-0.959, -1.267, 1.291], [-0.792, 0.505, 1.766], [-1.886, 1.146, -0.385], [-1.598, -0.530, -1.029]], "atomic_forces_ev_per_a": [[-0.129, 0.244, 0.474], [-0.174, -0.040, -0.113], [0.113, -0.107, 0.221], [0.156, 0.102, -0.067], [-0.090, -0.113, -0.278], [-0.071, -0.227, -0.323], [-0.169, -0.012, 0.164], [-0.124, 0.073, -0.040], [0.052, 0.073, -0.143], [0.314, -0.175, -0.115], [-0.021, -0.118, 0.149], [0.142, 0.300, 0.070]], "charge": 0, "de_lowest_kcal_mol": 67.86, "e_lumo_ev": 0.62, "max_force_ev_per_a": 0.5, "orbital_gap_ev": 9.2}

***

{"formula": "C5H3AlO6", "method": "wB97M-V/def2-TZVPD", "species": ["O", "C", "Al", "O", "C", "C", "O", "C", "O", "C", "O", "H", "O", "H", "H"], "positions_angstrom": [[0.047, 2.747, -2.955], [0.096, 2.068, -2.060], [0.127, 0.116, 0.266], [0.054, 2.736, 2.149], [0.051, 1.848, 1.406], [-0.146, -1.406, -0.967], [-0.209, -2.598, -0.825], [2.250, 0.078, -0.166], [3.373, -0.118, -0.289], [-1.897, -0.019, -0.226], [-3.023, -0.205, -0.410], [0.132, -0.800, -1.936], [-0.078, -1.249, 1.803], [-0.276, -2.216, 1.582], [-0.503, -0.981, 2.629]], "atomic_forces_ev_per_a": [[0.066, -0.904, 1.157], [-0.042, 0.551, -0.657], [-0.841, -2.496, 0.114], [-0.085, -4.533, -3.976], [0.148, 4.870, 4.254], [2.530, 0.914, -0.754], [-0.414, 0.590, -0.276], [4.789, -0.438, -0.219], [-4.468, 0.683, 0.354], [-5.853, 1.155, 0.180], [4.765, 0.160, 0.407], [-0.736, -1.751, -0.405], [-0.140, 0.393, -0.739], [0.285, 1.393, 0.179], [-0.005, -0.584, 0.380]], "charge": 2, "de_lowest_kcal_mol": 0.00, "e_lumo_ev": [-10.67, -10.67], "max_force_ev_per_a": 6.5, "orbital_gap_ev": [6.1, 6.1]}

***

{"formula": "C6H12N2O", "method": "wB97M-V/def2-TZVPD", "species": ["C", "C", "C", "C", "C", "C", "N", "N", "O", "H", "H", "H", "H", "H", "H", "H", "H", "H", "H", "H", "H"], "positions_angstrom": [[-1.774, -0.091, -0.680], [-1.273, -1.058, 0.368], [-1.162, 1.272, -0.226], [0.829, 0.136, 0.535], [1.279, -0.357, -0.762], [1.912, 0.394, 1.565], [-0.344, -0.342, 1.218], [-0.255, 1.022, 0.853], [-2.157, 2.241, 0.193], [-1.313, -0.466, -1.601], [-2.844, -0.143, -0.701], [-2.006, -1.565, 0.995], [-0.681, -2.004, 0.112], [-0.546, 1.636, -1.151], [0.529, -0.395, -1.581], [1.510, -1.455, -0.617], [2.247, 0.060, -1.116], [2.920, -0.002, 1.233], [1.727, -0.269, 2.487], [2.204, 1.420, 1.607], [-1.579, 2.786, 0.770]], "atomic_forces_ev_per_a": [[0.767, -0.570, 0.169], [1.049, -2.272, 1.123], [-0.449, 0.493, -2.843], [0.819, 0.849, 2.327], [0.504, -2.063, -1.901], [2.459, -2.968, -0.154], [-0.028, -1.785, 1.326], [-0.712, 1.646, -0.793], [1.892, -0.836, -0.052], [-0.699, 0.722, -0.259], [-0.495, 0.445, -0.349], [-0.548, 0.800, 0.141], [-0.647, 1.283, -0.824], [-1.074, 0.050, 1.623], [0.666, 0.486, 0.499], [-0.080, 0.916, -0.016], [-0.886, 0.128, 0.277], [-0.988, -0.149, -0.114], [-0.022, 1.964, -0.958], [-0.660, 0.897, 0.966], [-0.869, -0.038, -0.186]], "charge": 0, "de_lowest_kcal_mol": 79.37, "e_lumo_ev": 0.80, "smiles": "CC1(C)N2CC[C@@H](O)N21", "max_force_ev_per_a": 3.9, "orbital_gap_ev": 9.5}

***

{"formula": "H34O17", "method": "wB97M-V/def2-TZVPD", "species": ["O", "H", "H", "O", "H", "H", "O", "H", "H", "O", "H", "H", "O", "H", "H", "O", "H", "H", "O", "H", "H", "O", "H", "H", "O", "H", "H", "O", "H", "H", "O", "H", "H", "O", "H", "H", "O", "H", "H", "O", "H", "H", "O", "H", "H", "O", "H", "H", "O", "H", "H"], "positions_angstrom": [[0.914, 0.481, -3.380], [1.562, 0.408, -4.053], [0.934, -0.383, -2.969], [-2.288, 0.861, 1.582], [-1.928, 1.503, 0.987], [-2.397, -0.017, 1.228], [2.624, 0.361, -0.726], [3.071, -0.119, 0.000], [1.698, 0.266, -0.756], [-2.892, -1.664, 0.470], [-2.379, -1.958, -0.303], [-3.617, -1.274, 0.010], [-1.713, -1.928, -2.043], [-2.501, -2.395, -2.252], [-1.836, -0.984, -2.172], [1.238, -2.240, 0.427], [1.616, -1.752, 1.144], [2.002, -2.793, 0.221], [3.681, 2.312, 1.064], [2.695, 2.236, 0.995], [3.929, 1.532, 1.584], [-0.906, -1.772, 2.809], [-1.437, -1.617, 2.072], [-0.877, -1.065, 3.409], [1.633, -0.170, 2.135], [2.537, -0.087, 2.356], [1.229, -0.572, 2.876], [0.948, -2.277, -2.383], [-0.002, -2.141, -2.328], [1.360, -2.244, -1.519], [0.351, 1.800, 3.510], [-0.530, 1.515, 3.780], [0.615, 1.214, 2.801], [-2.337, 0.541, -1.716], [-1.493, 0.615, -1.337], [-2.258, 1.096, -2.489], [-2.079, 2.943, -0.115], [-2.839, 2.846, -0.732], [-1.322, 2.895, -0.763], [-0.003, 2.630, -1.841], [-0.050, 3.355, -2.483], [0.498, 1.902, -2.174], [-0.041, 0.061, -0.283], [0.341, -0.768, 0.011], [0.306, 0.797, 0.253], [-0.656, -4.236, -0.257], [-0.067, -3.543, 0.023], [-0.423, -5.145, 0.097], [1.076, 2.654, 0.947], [0.892, 2.883, 1.838], [1.116, 3.442, 0.437]], "atomic_forces_ev_per_a": [[-1.051, 0.722, 0.630], [1.004, 0.095, -1.006], [0.078, -0.926, 0.454], [-0.346, -0.183, 2.432], [0.028, 0.408, -1.102], [0.123, -0.177, -0.884], [3.211, 0.056, -0.129], [-1.045, 0.492, -0.812], [-1.636, -0.684, 0.311], [0.699, -0.645, 0.128], [0.576, -0.167, 0.287], [-1.180, 0.755, -0.079], [1.450, -0.728, 0.384], [-0.922, -0.540, -0.600], [-0.793, 0.675, -0.074], [0.701, -1.252, -0.539], [-0.232, 1.139, 1.280], [-0.177, -0.434, -0.440], [-0.191, -0.546, 0.630], [0.834, 0.187, -0.173], [0.203, 0.518, -0.231], [2.357, -2.470, 1.061], [-1.681, 0.851, -1.721], [-0.710, 1.612, 0.782], [-0.378, 0.108, -1.661], [1.606, 0.438, 0.545], [-0.896, -0.983, 1.390], [1.109, 0.280, -1.059], [-0.546, -0.443, 0.580], [-0.523, 0.233, -0.018], [-0.084, 0.337, 0.658], [-0.091, 0.220, -0.300], [-0.102, -0.229, -0.278], [-2.143, -0.042, -1.347], [2.219, 0.148, 1.630], [-0.173, 0.329, -0.488], [0.107, 0.387, -1.684], [0.488, -0.038, 0.978], [-0.516, -0.021, 0.937], [-0.988, 1.818, 0.628], [0.365, -0.647, 0.027], [0.841, -1.011, -1.086], [-0.317, 0.954, -0.513], [-0.039, -0.200, 0.245], [-0.230, -0.244, 0.188], [-0.778, -2.259, -0.148], [0.563, -0.107, 0.636], [-0.059, 2.197, -0.414], [-0.084, -1.581, -0.839], [-0.560, 0.561, 1.578], [-0.096, 1.038, -0.773]], "charge": 0, "de_lowest_kcal_mol": 42.41, "e_lumo_ev": -0.37, "max_force_ev_per_a": 3.6, "orbital_gap_ev": 9.9}